[1]
105
Properties=species:S:1:pos:R:3:forces:R:3 method="wB97M-V/def2-TZVPD" e_tot_ha=-4862.84228 homo_lumo_gap_ev=7.66 spin_multiplicity=1 homo_ha=-0.2879 charge=0 relative_energy_ev=0.000
Y 0.883090 0.357041 0.527983 -0.35 0.46 -1.47
C 1.898129 3.929240 -0.563580 0.00 -0.08 -0.04
C 2.608537 2.846651 -1.305713 -0.05 -0.10 0.04
N 2.521234 1.556278 -1.069113 -0.22 0.15 0.06
C 3.319698 0.826988 -1.931932 -0.12 -0.10 0.22
C 4.007593 1.574236 -2.827345 0.15 0.06 -0.14
S 3.661113 3.224728 -2.594244 0.02 0.11 -0.07
C 3.367933 -0.631224 -1.803665 -0.17 0.08 0.10
C 4.085238 -1.475042 -2.582806 0.12 -0.07 -0.13
S 3.809299 -3.081762 -2.085868 0.00 -0.10 0.00
C 2.743672 -2.538174 -0.851899 0.11 -0.04 0.10
N 2.614866 -1.240691 -0.821730 -0.12 0.30 0.10
C 2.066954 -3.504965 0.054643 0.01 0.06 -0.02
H 1.936310 3.743276 0.509220 -0.01 -0.01 0.01
H 0.848819 3.941855 -0.857288 -0.02 0.01 -0.03
H 2.338913 4.901520 -0.779372 0.03 -0.03 0.02
H 4.687733 1.242116 -3.595186 -0.04 0.00 0.05
H 4.747032 -1.240082 -3.401316 -0.05 0.01 0.04
H 2.469686 -4.509333 -0.071890 -0.01 0.02 -0.01
H 0.994418 -3.536392 -0.153042 -0.05 0.00 -0.03
H 2.189421 -3.181620 1.087814 0.02 0.01 -0.01
N -0.052797 1.951124 2.027849 0.05 -0.09 0.01
C -0.950788 2.476695 2.542505 -0.19 0.07 0.16
C -2.060691 3.059875 3.127357 -0.24 0.04 -0.09
C -3.336131 2.619864 2.677495 0.22 0.01 0.14
N -4.352918 2.219449 2.301908 0.16 0.02 -0.05
C -1.907117 4.079119 4.106339 -0.04 -0.12 -0.11
N -1.765214 4.907074 4.896464 -0.01 -0.04 -0.05
N 2.725450 2.595023 6.834683 0.04 0.00 -0.05
C 3.037352 2.622378 5.729296 0.00 -0.01 -0.14
C 3.429737 2.625867 4.341165 -0.08 -0.04 0.19
C 4.629268 3.194771 3.933443 0.10 0.02 0.02
C 4.969587 3.113119 2.597135 0.04 0.02 0.04
C 4.098044 2.474927 1.729658 -0.06 -0.07 -0.09
N 2.932375 1.951057 2.106725 -0.11 0.06 -0.13
C 2.607784 2.023858 3.394683 0.14 -0.07 -0.02
H 5.279629 3.676435 4.651363 -0.02 -0.01 0.00
H 5.896839 3.532355 2.232064 -0.01 -0.03 -0.01
H 4.347249 2.373576 0.678051 0.00 0.03 0.04
H 1.675222 1.570490 3.695369 -0.04 -0.01 -0.02
S -1.565053 -4.099069 0.184824 -0.15 -0.10 -0.11
C -2.596653 -4.003805 -1.131835 0.00 0.17 -0.11
N -2.322092 -3.400087 -2.307661 -0.03 0.00 -0.02
C -3.504811 -3.230736 -3.149654 0.05 -0.01 0.24
C -4.581292 -4.019366 -2.373401 0.11 -0.02 0.11
N -3.845887 -4.508134 -1.204806 -0.17 -0.05 -0.04
H -1.535552 -2.771392 -2.362459 0.01 0.03 0.02
H -3.333536 -3.634875 -4.146367 -0.01 -0.03 -0.05
H -3.769235 -2.175709 -3.242781 0.02 -0.05 0.02
H -4.982343 -4.849302 -2.952923 0.04 -0.05 -0.03
H -5.398949 -3.376335 -2.057470 -0.02 0.02 0.01
H -4.331337 -4.686668 -0.342955 0.06 0.00 0.04
N -5.673982 0.003890 0.639411 0.18 -0.28 -0.11
C -4.973504 -1.145253 0.531204 -0.16 0.31 -0.03
O -5.369071 -2.116520 -0.092247 -0.02 -0.09 -0.03
C -3.662000 -1.170032 1.268469 -0.12 -0.08 0.13
C -3.604677 -1.708653 2.545050 -0.04 0.00 0.02
C -2.382973 -1.771183 3.185644 0.04 0.00 0.01
C -1.263756 -1.283386 2.534322 -0.12 -0.02 -0.01
N -1.314738 -0.745661 1.309083 0.38 0.07 0.13
C -2.497044 -0.706050 0.691667 0.05 0.08 -0.11
H -6.578857 0.050022 0.202633 0.00 -0.02 -0.02
H -5.330510 0.787884 1.174017 0.08 0.21 0.20
H -4.506550 -2.073021 3.023799 0.04 0.00 -0.02
H -2.285500 -2.190625 4.177492 0.00 0.00 -0.03
H -0.289360 -1.322830 3.002629 0.02 0.02 0.00
H -2.507083 -0.275994 -0.300132 -0.01 -0.02 -0.03
S -1.092101 2.192522 -0.860617 0.11 -0.11 0.09
P -1.008281 1.003130 -2.452281 -0.10 0.14 -0.27
S -0.128621 -0.754986 -2.086127 0.15 0.07 0.25
C -0.154278 1.838715 -3.830720 0.03 0.07 0.06
C -0.605051 3.103197 -4.215479 0.02 -0.01 0.01
C 0.011397 3.776157 -5.255863 0.04 -0.01 -0.02
C 1.083610 3.190698 -5.924852 -0.02 0.00 0.03
C 1.533402 1.936220 -5.545463 0.00 -0.01 0.04
C 0.917912 1.259690 -4.494821 -0.01 0.00 -0.10
C -2.680726 0.759694 -3.126012 0.02 -0.09 -0.10
C -3.808731 1.177247 -2.432671 -0.06 -0.03 0.02
C -5.072774 0.968372 -2.974986 0.02 -0.02 0.01
C -5.208126 0.351303 -4.208507 0.02 -0.01 -0.02
C -4.079089 -0.065147 -4.908257 0.02 0.04 0.01
C -2.819580 0.135601 -4.367972 -0.03 0.03 0.03
H -1.439971 3.556019 -3.692647 0.01 0.01 0.01
H -0.341310 4.757010 -5.550277 0.00 -0.03 0.01
H 1.560815 3.714756 -6.744363 -0.01 -0.01 0.03
H 2.365199 1.477266 -6.068225 -0.04 0.01 0.02
H 1.257274 0.274481 -4.198544 0.01 0.00 0.02
H -3.697174 1.664561 -1.471249 -0.01 0.02 -0.01
H -5.950957 1.297084 -2.432823 0.04 -0.02 0.00
H -6.193023 0.193008 -4.630164 0.02 0.01 0.01
H -4.183895 -0.544865 -5.874196 0.01 0.01 0.04
H -1.937207 -0.195610 -4.904801 -0.01 0.01 -0.02
C 1.952744 -0.845635 2.115270 0.37 -0.75 1.15
C 2.489557 -1.402125 3.061759 -0.01 -0.01 -0.02
C 3.120587 -2.056504 4.175545 0.03 0.05 -0.09
C 2.840260 -1.653665 5.483220 0.00 0.00 0.02
C 3.453917 -2.279879 6.556610 0.03 -0.02 0.00
C 4.353763 -3.315751 6.340226 -0.02 0.01 -0.03
C 4.640162 -3.721827 5.042368 -0.02 0.02 0.03
C 4.030377 -3.096827 3.966323 0.00 0.00 0.03
H 2.138994 -0.845534 5.649458 0.00 0.00 0.01
H 3.229329 -1.957624 7.565734 0.00 0.00 -0.03
H 4.829596 -3.806127 7.180112 0.00 0.01 -0.02
H 5.343030 -4.527644 4.869671 -0.02 0.02 0.00
H 4.252750 -3.405790 2.952847 0.00 0.00 0.00

***

[2]
113
Properties=species:S:1:pos:R:3:forces:R:3 method="wB97M-V/def2-TZVPD" e_tot_ha=-6818.08265 homo_lumo_gap_ev=6.52 spin_multiplicity=1 homo_ha=-0.3037 smiles="CCc1cccc2c1Sc1ccc(P(N)O)c([C@@H](Br)CC)c1N2.O=C1C=C(O)C(=O)C=C1O.O=C1C=C(O)C(=O)C=C1O.O=C1C=C(O)C(=O)C=C1O.O=C1C=C(O)C(=O)C=C1O.O=C1C=C(O)C(=O)C=C1O" charge=0
C 1.097634 6.361410 0.698833 0.40 0.62 0.11
C 1.975289 7.226540 1.679637 0.42 -0.03 0.61
C 1.783123 6.849819 3.178288 -0.08 -0.12 0.36
C 0.878484 7.545819 4.049340 0.93 -1.24 0.47
C 0.787353 7.140547 5.419863 0.73 -0.60 -0.53
C 1.583031 6.054590 5.932371 0.30 -0.04 -1.10
C 2.497050 5.324638 5.088877 -1.63 2.32 -0.96
C 2.548014 5.757373 3.702230 -0.11 -0.53 1.21
S 3.680169 4.791736 2.649317 -0.61 -0.34 0.56
C 3.428676 3.129945 3.348589 -0.44 0.07 0.75
C 3.386743 2.004649 2.471253 0.07 -0.65 1.39
C 3.197241 0.712329 3.052777 0.16 1.69 1.43
C 3.060556 0.589910 4.493248 -0.70 0.22 -1.94
P 2.878714 -1.161466 5.140101 1.41 -0.31 1.91
N 3.937547 -2.050857 4.073765 -1.62 0.89 -0.28
O 1.279699 -1.666368 4.946027 0.76 0.32 -0.70
C 3.066245 1.740469 5.377747 -0.03 -0.43 -1.20
C 2.909544 1.468851 6.888921 -0.66 0.55 -0.13
Br 4.763625 1.288319 7.613207 -0.61 0.14 -0.06
C 2.090255 2.526408 7.692718 0.37 -0.24 0.67
C 0.664539 2.810309 7.119221 0.09 0.54 0.44
C 3.253594 3.053368 4.786491 -0.12 -2.02 -1.02
N 3.304107 4.247097 5.606170 0.19 -0.21 -0.94
H 0.682194 5.489123 1.247718 0.21 0.50 -0.53
H 0.277764 7.006875 0.299261 0.49 -0.76 0.29
H 1.737211 6.022107 -0.151150 -0.68 0.12 0.62
H 3.065966 7.079354 1.473481 -0.91 0.08 -0.04
H 1.808939 8.321756 1.525041 -0.08 -0.89 0.23
H 0.259500 8.372245 3.642028 0.54 -0.65 0.42
H 0.098135 7.674702 6.106330 0.58 -0.48 -0.56
H 1.509715 5.739749 6.989847 0.01 0.35 -0.73
H 3.511723 2.106504 1.377943 -0.16 0.13 0.83
H 3.155035 -0.187072 2.416094 0.05 0.68 0.36
H 4.210041 -2.937168 4.491026 -0.22 0.19 -0.15
H 3.492734 -2.179663 3.159760 0.52 -0.34 0.13
H 1.184117 -2.407551 5.569059 -0.05 0.45 -0.25
H 2.440701 0.479545 7.096340 0.60 0.68 -0.53
H 1.951263 2.111710 8.724838 0.21 0.23 -0.80
H 2.714601 3.436857 7.827780 -0.70 -0.57 -0.34
H 0.617493 2.877929 6.010548 0.07 -0.21 0.70
H 0.335190 3.806709 7.506032 0.19 -0.77 -0.31
H -0.075660 2.076457 7.514999 0.57 0.35 -0.57
H 4.296153 4.510495 5.638821 -0.40 0.21 0.16
O -1.281940 3.323173 3.021521 0.32 -0.13 -0.12
C -1.592487 3.003051 1.890033 -0.58 0.27 0.16
C -2.918388 3.254855 1.330309 0.19 0.00 0.19
C -3.211202 2.866585 0.084669 -0.68 0.37 0.23
O -4.419264 3.085168 -0.459008 0.66 -0.33 -0.19
C -2.205867 2.164834 -0.773154 0.63 -0.21 -0.09
O -2.525296 1.812905 -1.896126 -0.38 0.05 0.16
C -0.874897 1.934396 -0.224429 -0.23 -0.02 -0.24
C -0.579196 2.325025 1.020610 0.72 -0.33 -0.22
O 0.634757 2.129524 1.552330 -0.86 0.33 0.13
H -3.636444 3.760614 1.960801 0.00 -0.02 -0.02
H -4.373939 2.710678 -1.359768 -0.07 0.04 0.03
H -0.152757 1.441941 -0.861503 0.00 0.01 0.02
H 0.586873 2.497739 2.457579 0.18 -0.07 0.01
O -1.166110 -0.454423 -3.641942 -0.20 -0.05 0.20
C -0.600484 -1.447909 -3.229055 0.41 -0.03 -0.56
C 0.492007 -2.096034 -3.950753 -0.13 0.19 0.07
C 1.066917 -3.197268 -3.457150 0.43 0.15 -0.65
O 2.074235 -3.816555 -4.094587 -0.41 -0.11 0.61
C 0.618019 -3.802598 -2.163810 -0.36 0.00 0.56
O 1.161524 -4.817432 -1.765575 0.18 0.04 -0.31
C -0.456432 -3.140393 -1.431084 0.25 -0.18 -0.01
C -1.029240 -2.036826 -1.923763 -0.44 -0.08 0.75
O -2.017130 -1.399372 -1.276524 0.39 0.07 -0.70
H 0.805754 -1.649692 -4.884398 0.00 -0.02 0.01
H 2.308705 -4.581149 -3.534063 0.03 0.02 -0.06
H -0.759630 -3.576956 -0.489440 -0.02 0.01 -0.02
H -2.254263 -0.635790 -1.842625 -0.02 0.05 0.08
O -2.691841 -5.502910 -6.107441 0.08 0.17 0.25
C -3.237385 -4.430735 -6.283470 -0.17 -0.25 -0.37
C -4.073515 -4.149865 -7.451303 0.08 -0.13 0.02
C -4.636055 -2.949594 -7.603757 0.12 -0.25 -0.52
O -5.418498 -2.658928 -8.671978 0.94 0.56 0.58
C -4.435250 -1.855965 -6.604577 0.13 0.33 0.46
O -4.953304 -0.774538 -6.799634 -0.06 -0.18 -0.31
C -3.619102 -2.143886 -5.425878 -0.13 0.10 -0.09
C -3.058613 -3.347053 -5.270370 0.17 0.42 0.56
O -2.304140 -3.644784 -4.196547 -0.30 -0.37 -0.63
H -4.210033 -4.947620 -8.168610 0.00 0.00 0.01
H -5.700228 -1.730142 -8.542108 -0.21 -0.08 0.01
H -3.494485 -1.350328 -4.701393 0.04 0.01 -0.03
H -2.018206 -4.570053 -4.325695 0.02 0.04 0.06
O 6.594617 -2.867550 0.142115 0.27 -0.12 -0.20
C 7.427131 -2.917525 1.029939 -0.45 0.17 0.44
C 7.116655 -2.617512 2.423628 -0.12 -0.05 -0.32
C 8.073054 -2.671568 3.357392 -0.64 0.22 0.44
O 7.817963 -2.403910 4.646643 0.59 -0.22 -0.44
C 9.483496 -3.034481 3.012382 0.48 -0.17 -0.37
O 10.322835 -3.052741 3.893323 -0.28 0.07 0.18
C 9.789185 -3.357833 1.621014 0.06 0.03 0.26
C 8.831622 -3.306831 0.689135 0.63 -0.22 -0.43
O 9.079771 -3.600239 -0.597292 -0.57 0.21 0.41
H 6.094206 -2.354442 2.660258 0.04 0.07 0.07
H 8.670359 -2.510866 5.111042 -0.07 0.04 0.04
H 10.807626 -3.635469 1.387045 -0.02 0.01 -0.01
H 8.228128 -3.486097 -1.061187 0.07 -0.01 -0.03
O -11.211072 -6.228197 -6.924059 -0.22 0.28 0.12
C -10.421467 -5.316943 -7.095301 0.43 -0.52 -0.28
C -9.096627 -5.514880 -7.671668 -0.32 -0.01 0.14
C -8.256006 -4.482406 -7.825307 0.65 -0.68 -0.38
O -7.035752 -4.659304 -8.358083 -0.81 0.70 0.51
C -8.648864 -3.092860 -7.406864 -0.37 0.29 0.18
O -7.859352 -2.176853 -7.540325 0.04 -0.14 -0.02
C -9.985680 -2.895232 -6.851866 0.26 0.08 -0.09
C -10.819458 -3.929535 -6.705264 -0.48 0.61 0.29
O -12.053442 -3.777347 -6.200581 0.43 -0.54 -0.25
H -8.829870 -6.520663 -7.964907 0.03 0.02 0.00
H -6.576309 -3.777131 -8.382848 -0.38 -0.49 -0.29
H -10.262212 -1.888357 -6.571012 0.00 -0.02 0.00
H -12.447751 -4.671014 -6.198476 -0.03 0.06 0.03